This record from OMol25 describes a molecular structure, C46H36ClCoN5O6S3Se at a distorted geometry. The level of theory is ωB97M-V/def2-TZVPD.

- 2S+1 = 2
- orbital gap (spin up / spin down) (eV) = 3.81 / 3.79
- molar mass (g mol⁻¹) = 1024.37
- charge = -2

```
99
C46H36ClCoN5O6S3Se, DFT ωB97M-V/def2-TZVPD
Co -0.03 0.00 0.39
N -1.84 -0.37 4.21
C -0.92 -0.24 5.22
C -1.28 0.37 6.42
C -0.38 0.46 7.46
C 0.90 -0.06 7.32
C 1.28 -0.65 6.12
C 0.38 -0.74 5.08
S 0.79 -1.50 3.54
N -0.25 -0.74 2.48
C -1.45 -0.38 2.86
C -2.37 0.07 1.88
C -3.74 0.28 2.12
C -4.58 0.61 1.08
C -4.04 0.74 -0.21
C -2.68 0.54 -0.37
N -1.85 0.25 0.62
H -2.72 0.08 4.38
H -2.28 0.77 6.52
H -0.67 0.95 8.38
H 1.61 0.01 8.14
H 2.28 -1.05 5.99
H -4.16 0.14 3.11
H -5.64 0.76 1.25
H -4.66 0.96 -1.06
H -2.24 0.63 -1.35
O 3.53 0.35 -1.34
C 2.88 0.38 -0.27
O 1.74 -0.12 -0.16
C 3.57 1.07 0.89
C 4.96 1.09 0.81
C 5.75 1.69 1.77
C 5.13 2.33 2.83
C 3.76 2.35 2.92
C 2.95 1.71 1.97
S 1.24 1.81 2.38
H 5.40 0.63 -0.06
H 6.82 1.66 1.70
H 5.73 2.82 3.59
H 3.27 2.89 3.72
C 0.54 -5.27 -3.89
C -0.82 -4.69 -3.69
C -1.70 -4.54 -4.75
C -2.96 -4.00 -4.53
Cl -4.06 -3.83 -5.87
C -3.35 -3.59 -3.27
C -2.48 -3.74 -2.21
C -1.21 -4.28 -2.40
O -0.30 -4.49 -1.43
C -0.66 -4.21 -0.09
C -1.09 -2.74 0.23
O -2.13 -2.62 0.88
O -0.31 -1.87 -0.20
H 0.72 -5.50 -4.94
H 0.66 -6.17 -3.29
H 1.29 -4.56 -3.55
H -1.42 -4.85 -5.75
H -4.32 -3.15 -3.11
H -2.79 -3.41 -1.23
H 0.25 -4.42 0.48
H -1.47 -4.88 0.24
C -1.35 3.10 -3.28
N 0.04 2.79 -3.15
C 0.57 1.53 -3.07
Se -0.33 0.00 -3.37
N 1.90 1.64 -2.87
C 2.23 2.96 -2.76
C 3.44 3.60 -2.55
C 3.43 4.98 -2.54
C 2.27 5.71 -2.72
C 1.05 5.08 -2.93
C 1.04 3.70 -2.95
H -1.86 2.23 -3.68
H -1.48 3.95 -3.95
H -1.77 3.34 -2.30
H 2.51 0.87 -2.48
H 4.34 3.03 -2.41
H 4.36 5.51 -2.37
H 2.31 6.79 -2.69
H 0.14 5.65 -3.06
C 0.16 9.56 -1.59
C -0.78 9.65 -0.42
O -1.86 10.22 -0.42
S -0.08 8.93 1.09
C -0.03 7.21 0.63
C -1.22 6.48 0.61
C -1.20 5.12 0.44
C 0.02 4.43 0.28
C 1.21 5.20 0.20
C 1.18 6.56 0.39
C 0.07 3.05 0.30
C 0.31 1.88 0.70
H -0.36 9.82 -2.51
H 0.58 8.56 -1.67
H 0.98 10.26 -1.42
H -2.16 7.01 0.76
H -2.13 4.56 0.45
H 2.14 4.68 0.04
H 2.09 7.13 0.39
```

Need the Mulliken charges? In units of e they are: number 1, Co, carries -0.46; number 2, N, carries -0.12; number 3, C, carries 0.39; number 4, C, carries -0.71; number 5, C, carries -0.58; number 6, C, carries -0.60; number 7, C, carries -0.75; number 8, C, carries 0.62; number 9, S, carries -0.30; number 10, N, carries 0.09; number 11, C, carries 0.42; number 12, C, carries 0.93; number 13, C, carries -1.28; number 14, C, carries -0.77; number 15, C, carries -0.96; number 16, C, carries -0.19; number 17, N, carries 1.36; number 18, H, carries 0.09; number 19, H, carries 0.35; number 20, H, carries 0.36; number 21, H, carries 0.36; number 22, H, carries 0.41; number 23, H, carries 0.42; number 24, H, carries 0.41; number 25, H, carries 0.53; number 26, H, carries 0.17; number 27, O, carries -0.96; number 28, C, carries -0.03; number 29, O, carries -0.02; number 30, C, carries 0.12; number 31, C, carries -0.89; number 32, C, carries -0.64; number 33, C, carries -0.52; number 34, C, carries -1.26; number 35, C, carries 1.38; number 36, S, carries -0.31; number 37, H, carries 0.42; number 38, H, carries 0.37; number 39, H, carries 0.38; number 40, H, carries 0.43; number 41, C, carries -1.36; number 42, C, carries 1.07; number 43, C, carries -0.96; number 44, C, carries 0.42; number 45, Cl, carries -0.29; number 46, C, carries -1.08; number 47, C, carries -0.44; number 48, C, carries 0.68; number 49, O, carries -0.39; number 50, C, carries -0.84; number 51, C, carries 0.69; number 52, O, carries -0.72; number 53, O, carries -0.39; number 54, H, carries 0.40; number 55, H, carries 0.28; number 56, H, carries 0.29; number 57, H, carries 0.33; number 58, H, carries 0.42; number 59, H, carries 0.50; number 60, H, carries 0.25; number 61, H, carries 0.31; number 62, C, carries -1.08; number 63, N, carries 0.23; number 64, C, carries -0.79; number 65, Se, carries -0.24; number 66, N, carries 0.28; number 67, C, carries 0.43; number 68, C, carries -0.71; number 69, C, carries -0.71; number 70, C, carries -0.43; number 71, C, carries -0.48; number 72, C, carries 0.61; number 73, H, carries 0.39; number 74, H, carries 0.39; number 75, H, carries 0.22; number 76, H, carries 0.54; number 77, H, carries 0.41; number 78, H, carries 0.35; number 79, H, carries 0.34; number 80, H, carries 0.31; number 81, C, carries -0.38; number 82, C, carries 0.60; number 83, O, carries -0.61; number 84, S, carries -0.18; number 85, C, carries -0.24; number 86, C, carries -0.48; number 87, C, carries -0.74; number 88, C, carries 0.32; number 89, C, carries -0.21; number 90, C, carries -0.68; number 91, C, carries -0.02; number 92, C, carries 0.20; number 93, H, carries 0.35; number 94, H, carries -0.21; number 95, H, carries 0.26; number 96, H, carries 0.42; number 97, H, carries 0.48; number 98, H, carries 0.75; number 99, H, carries 0.45

***

This record from OMol25 describes a gas-phase ion, HO5PS (charge -2) at a distorted geometry. The level of theory is ωB97M-V/def2-TZVPD.

- ΔE to the lowest compared entry with this formula, charge and spin (kJ/mol) = 30.1
- SMILES = O=[P@]([O-])(O)OS[O-]
- orbital gap (eV) = 5.08
- molar mass (g mol⁻¹) = 144.04
- charge = -2

```
8
HO5PS, DFT ωB97M-V/def2-TZVPD
O -1.45 1.17 0.51
P -0.02 0.73 0.69
O 0.72 1.13 1.95
O 0.79 1.35 -0.56
O 0.13 -0.81 0.44
S -0.52 -1.94 -0.92
O 0.36 -3.20 -1.07
H 0.00 1.57 -1.04
```

Need the Mulliken charges? In units of e they are: number 1, O, carries -0.80; number 2, P, carries 0.84; number 3, O, carries -0.80; number 4, O, carries -0.50; number 5, O, carries -0.36; number 6, S, carries -0.04; number 7, O, carries -0.62; number 8, H, carries 0.27

***

This record from OMol25 describes a single C22H29ClN4O2 molecule. The level of theory is ωB97M-V/def2-TZVPD.

- ΔE to the lowest compared entry with this formula, charge and spin (kJ/mol) = 168.2
- SMILES = Cc1nn(C)c(Cl)c1CN1CCC(Oc2ccc(C(=O)N3CCCC3)cc2)CC1
- orbital gap (eV) = 9.17
- molar mass (g mol⁻¹) = 416.95

```
58
C22H29ClN4O2, DFT ωB97M-V/def2-TZVPD
C 1.50 0.15 5.09
C 1.87 -0.32 3.72
N 2.67 0.41 2.96
N 2.86 -0.28 1.83
C 3.67 0.24 0.77
C 2.19 -1.45 1.87
Cl 2.32 -2.56 0.57
C 1.52 -1.53 3.08
C 0.57 -2.60 3.52
N -0.80 -2.42 3.06
C -0.88 -2.40 1.61
C -2.31 -2.27 1.12
C -2.92 -0.98 1.68
O -2.17 0.19 1.37
C -1.69 0.42 0.13
C -2.32 0.05 -1.06
C -1.74 0.35 -2.28
C -0.53 1.03 -2.34
C 0.16 1.30 -3.64
O 1.24 0.81 -3.91
N -0.50 2.12 -4.49
C -1.65 2.93 -4.16
C -1.81 3.87 -5.35
C -0.40 3.97 -5.92
C 0.11 2.54 -5.74
C 0.10 1.41 -1.15
C -0.48 1.11 0.06
C -2.88 -1.09 3.20
C -1.42 -1.24 3.64
H 0.48 0.55 5.10
H 1.55 -0.68 5.80
H 2.18 0.93 5.39
H 4.55 -0.38 0.62
H 3.97 1.24 1.05
H 3.09 0.27 -0.16
H 0.55 -2.65 4.61
H 0.91 -3.57 3.13
H -0.46 -3.35 1.24
H -0.29 -1.58 1.18
H -2.91 -3.11 1.47
H -2.31 -2.27 0.03
H -3.96 -0.86 1.33
H -3.27 -0.47 -1.03
H -2.22 0.04 -3.19
H -2.54 2.31 -4.01
H -1.47 3.49 -3.23
H -2.21 4.84 -5.06
H -2.48 3.43 -6.09
H -0.38 4.28 -6.96
H 0.20 4.66 -5.33
H 1.20 2.46 -5.65
H -0.23 1.89 -6.55
H 1.04 1.93 -1.20
H 0.00 1.40 0.99
H -3.46 -1.96 3.52
H -3.30 -0.19 3.66
H -1.38 -1.34 4.73
H -0.89 -0.32 3.36
```

Need the Mulliken charges? In units of e they are: number 1, C, carries -1.24; number 2, C, carries 0.57; number 3, N, carries -1.07; number 4, N, carries 0.88; number 5, C, carries -0.93; number 6, C, carries -0.35; number 7, Cl, carries -0.19; number 8, C, carries 1.09; number 9, C, carries -1.64; number 10, N, carries 0.04; number 11, C, carries -0.14; number 12, C, carries -1.25; number 13, C, carries 0.00; number 14, O, carries -0.49; number 15, C, carries 0.73; number 16, C, carries -0.57; number 17, C, carries -0.39; number 18, C, carries 0.09; number 19, C, carries -0.03; number 20, O, carries -0.72; number 21, N, carries 0.19; number 22, C, carries -0.59; number 23, C, carries -0.60; number 24, C, carries -0.60; number 25, C, carries -0.62; number 26, C, carries -0.59; number 27, C, carries -0.48; number 28, C, carries -1.36; number 29, C, carries -0.30; number 30, H, carries 0.22; number 31, H, carries 0.35; number 32, H, carries 0.42; number 33, H, carries 0.31; number 34, H, carries 0.29; number 35, H, carries 0.32; number 36, H, carries 0.45; number 37, H, carries 0.47; number 38, H, carries 0.50; number 39, H, carries -0.02; number 40, H, carries 0.52; number 41, H, carries 0.49; number 42, H, carries 0.24; number 43, H, carries 0.47; number 44, H, carries 0.58; number 45, H, carries 0.28; number 46, H, carries 0.31; number 47, H, carries 0.36; number 48, H, carries 0.30; number 49, H, carries 0.36; number 50, H, carries 0.29; number 51, H, carries 0.34; number 52, H, carries 0.25; number 53, H, carries 0.50; number 54, H, carries 0.44; number 55, H, carries 0.41; number 56, H, carries 0.48; number 57, H, carries 0.47; number 58, H, carries 0.14

***

This record from OMol25 describes a molecular structure, C5H16CaN3S at a distorted geometry. The level of theory is ωB97M-V/def2-TZVPD.

- ΔE to the lowest compared entry with this formula, charge and spin (kJ/mol) = 189.7
- orbital gap (spin up / spin down) (eV) = 3.68 / 2.69
- molar mass (g mol⁻¹) = 190.35
- charge = -1

```
26
C5H16CaN3S, DFT ωB97M-V/def2-TZVPD
C -0.97 -0.97 -1.57
Ca 0.45 -0.44 0.25
N 1.59 0.94 -1.56
H -1.68 -0.24 1.29
H -1.32 0.52 0.57
H -1.98 -1.32 -1.44
H -0.55 -1.90 -1.97
H -1.12 -0.46 -2.51
H 2.67 0.92 -1.78
H 1.58 1.98 -1.66
H 1.36 0.80 -2.54
S 1.19 1.77 2.03
C 0.68 0.81 3.36
N -0.64 0.71 3.67
C -1.06 -0.24 4.75
C -0.04 -0.20 5.85
C 1.32 -0.60 5.36
N 1.54 -0.06 3.98
H -1.31 0.90 2.83
H -1.11 -1.27 4.35
H -2.06 0.07 5.02
H -0.37 -0.78 6.70
H -0.02 0.78 6.29
H 1.33 -1.69 5.32
H 2.15 -0.24 5.95
H 2.54 0.16 3.65
```

Need the Mulliken charges? In units of e they are: number 1, C, carries -1.51; number 2, Ca, carries -0.62; number 3, N, carries -0.56; number 4, H, carries -0.11; number 5, H, carries -0.13; number 6, H, carries 0.34; number 7, H, carries 0.35; number 8, H, carries 0.31; number 9, H, carries 0.32; number 10, H, carries 0.18; number 11, H, carries 0.25; number 12, S, carries 0.00; number 13, C, carries -0.66; number 14, N, carries -0.11; number 15, C, carries -0.90; number 16, C, carries -0.70; number 17, C, carries -0.98; number 18, N, carries 0.69; number 19, H, carries 0.36; number 20, H, carries 0.33; number 21, H, carries 0.45; number 22, H, carries 0.44; number 23, H, carries 0.35; number 24, H, carries 0.41; number 25, H, carries 0.25; number 26, H, carries 0.23